# 1
18
Properties=species:S:1:pos:R:3 method="wB97M-V/def2-TZVPD" lumo_ev=3.801 de_lowest_kj_mol=140.5 gap_ev=6.3 total_charge=-1 smiles=C[C@H](C[S-])NCN
C 1.195 1.362 -0.805
C 0.915 0.427 0.300
C 1.370 -0.992 -0.055
S 3.203 -0.968 -0.201
N -0.578 0.399 0.871
C -1.395 -0.357 0.000
N -2.862 -0.126 0.046
H 0.581 2.258 -0.868
H 2.206 1.715 -0.664
H 1.134 0.904 -1.808
H 1.359 0.695 1.303
H 0.861 -1.475 -0.925
H 1.050 -1.706 0.797
H -0.326 -0.039 1.755
H -1.317 -1.454 0.038
H -1.105 -0.199 -1.027
H -3.288 -0.973 0.421
H -3.002 0.530 0.821


# 2
49
Properties=species:S:1:pos:R:3 method="wB97M-V/def2-TZVPD" lumo_ev=-0.042 de_lowest_kj_mol=0.0 gap_ev=7.5 smiles="Cn1cc(C2=CC[C@H](Oc3nccnc3-c3cncnc3)CC2)c2ncccc21"
C 6.264 2.096 -0.397
N 5.085 1.232 -0.635
C 3.807 1.569 -0.306
C 2.931 0.694 -0.921
C 1.469 0.680 -0.731
C 0.670 -0.323 -1.319
C -0.780 -0.489 -1.021
C -1.081 0.121 0.361
O -2.533 0.139 0.556
C -3.039 -0.045 1.819
N -2.174 0.155 2.827
C -2.683 -0.061 4.068
C -4.032 -0.407 4.313
N -4.890 -0.602 3.276
C -4.404 -0.417 2.026
C -5.363 -0.769 0.948
C -4.969 -1.259 -0.288
N -5.844 -1.557 -1.223
C -7.125 -1.481 -0.950
N -7.638 -1.015 0.201
C -6.753 -0.659 1.141
C -0.666 1.599 0.362
C 0.859 1.669 0.252
C 3.762 -0.246 -1.686
N 3.452 -1.280 -2.484
C 4.423 -2.035 -3.007
C 5.773 -1.739 -2.817
C 6.128 -0.621 -2.044
C 5.097 0.129 -1.468
H 7.057 1.538 0.125
H 6.007 2.944 0.204
H 6.640 2.455 -1.364
H 3.534 2.410 0.341
H 1.141 -1.093 -1.944
H -1.123 -1.533 -1.064
H -1.345 0.022 -1.761
H -0.592 -0.442 1.151
H -2.052 0.029 4.952
H -4.399 -0.609 5.317
H -3.902 -1.473 -0.501
H -7.822 -1.678 -1.769
H -7.149 -0.261 2.072
H -1.155 2.209 -0.428
H -0.965 2.026 1.319
H 1.294 1.428 1.215
H 1.163 2.685 -0.007
H 4.220 -2.975 -3.557
H 6.523 -2.368 -3.252
H 7.181 -0.395 -1.902


# 3
74
Properties=species:S:1:pos:R:3 method="wB97M-V/def2-TZVPD" lumo_ev=-0.126 de_lowest_kj_mol=0.0 gap_ev=6.8 smiles=COc1ccc([C@H](B2OC(C)(C)C(C)(C)O2)c2ccc(C)cc2)cc1.Cc1ccc(-c2ccc(C)s2)s1
C -1.040 -6.132 -0.689
O -0.819 -4.757 -1.074
C -1.292 -3.770 -0.269
C -0.798 -2.461 -0.503
C -0.817 -1.548 0.521
C -1.392 -1.865 1.766
C -1.105 -0.970 2.952
B 0.450 -1.054 3.058
O 1.258 -0.962 1.922
C 2.346 -1.876 2.190
C 2.384 -2.912 1.088
C 3.627 -1.070 2.145
C 1.998 -2.461 3.628
C 1.235 -3.775 3.538
C 3.178 -2.627 4.548
O 1.103 -1.478 4.200
C -1.763 -1.406 4.252
C -2.563 -0.482 4.927
C -3.196 -0.813 6.118
C -3.073 -2.090 6.662
C -3.759 -2.432 7.946
C -2.342 -3.046 5.958
C -1.659 -2.700 4.794
C -2.164 -3.025 1.845
C -2.095 -4.005 0.867
H -0.558 -6.685 -1.495
H -0.562 -6.358 0.274
H -2.111 -6.365 -0.638
H -0.327 -2.235 -1.458
H -0.348 -0.585 0.349
H -1.418 0.056 2.711
H 3.120 -3.690 1.326
H 1.411 -3.384 0.926
H 2.671 -2.432 0.146
H 4.492 -1.744 2.229
H 3.666 -0.539 1.186
H 3.642 -0.308 2.934
H 1.889 -4.606 3.255
H 0.800 -4.001 4.516
H 0.422 -3.710 2.802
H 3.767 -3.476 4.180
H 3.813 -1.736 4.577
H 2.828 -2.844 5.564
H -2.674 0.524 4.518
H -3.823 -0.078 6.620
H -3.262 -3.278 8.433
H -3.767 -1.570 8.624
H -4.803 -2.709 7.751
H -2.323 -4.075 6.320
H -1.097 -3.483 4.293
H -2.768 -3.221 2.725
H -2.609 -4.958 1.013
C 5.352 3.536 2.402
C 4.249 2.738 2.961
C 4.088 2.376 4.294
C 2.893 1.675 4.532
C 2.072 1.657 3.403
C 0.696 1.489 3.397
C -0.174 1.646 4.490
C -1.226 2.526 4.167
C -1.307 2.787 2.802
C -2.242 3.724 2.161
S -0.107 1.951 1.898
S 2.883 2.339 2.013
H 6.176 3.554 3.116
H 5.707 3.095 1.469
H 5.026 4.562 2.195
H 4.818 2.617 5.060
H 2.576 1.236 5.474
H 0.039 1.204 5.462
H -1.893 3.013 4.881
H -2.978 4.026 2.909
H -1.686 4.606 1.827
H -2.744 3.272 1.300


# 4
22
Properties=species:S:1:pos:R:3 method="wB97M-V/def2-TZVPD" lumo_ev="-3.959 / -4.194" de_lowest_kj_mol=455.1 gap_ev="8.2 / 8.2" total_charge=+1
C -0.464 -2.023 -1.510
C -0.360 -0.879 -2.403
C -0.106 -2.023 -0.257
C 0.420 0.190 -2.266
C -1.106 1.044 2.894
C -1.116 0.554 1.668
C 0.835 0.283 0.195
C -0.348 1.146 0.518
N 1.387 0.393 -1.171
S 2.103 0.071 1.392
H -0.920 -2.911 -1.953
H -0.988 -0.911 -3.282
H -0.068 -2.655 0.595
H 0.408 0.991 -2.988
H -1.658 0.576 3.690
H -0.577 1.949 3.150
H -1.665 -0.344 1.429
H -0.998 1.207 -0.358
H -0.021 2.160 0.781
H 2.129 -0.320 -1.239
H 1.839 1.310 -1.310
H 1.274 0.190 2.428


# 5
71
Properties=species:S:1:pos:R:3 method="wB97M-V/def2-TZVPD" lumo_ev="-5.123 / -5.126" gap_ev="4.8 / 4.8" total_charge=+1
Os -0.340 0.045 -0.198
C 3.756 -0.592 2.529
C 2.736 0.535 2.326
O 2.997 1.667 3.128
P 1.042 -0.136 2.683
O 0.889 0.209 4.214
O 1.169 -1.706 2.636
O -0.197 0.319 1.920
P 2.678 1.115 0.577
O 4.100 0.781 -0.055
O 2.322 2.534 0.448
O 1.720 0.029 0.032
H 3.607 -1.100 3.483
H 4.749 -0.146 2.509
H 3.695 -1.328 1.729
H 3.133 1.382 4.040
H 0.016 0.513 4.497
H 0.622 -2.143 1.962
H 4.657 1.572 -0.066
N 0.121 0.262 -2.286
C 0.104 1.647 -2.702
C 0.156 2.049 -4.003
C 0.203 3.428 -4.307
C 0.209 4.359 -3.305
C 0.096 3.953 -1.953
C 0.042 4.847 -0.858
C -0.174 4.358 0.396
C -0.361 2.976 0.571
N -0.283 2.118 -0.425
C 0.004 2.587 -1.673
H -0.200 -0.374 -3.010
H 1.080 -0.010 -2.037
H 0.181 1.315 -4.799
H 0.255 3.737 -5.342
H 0.277 5.416 -3.529
H 0.161 5.909 -1.033
H -0.203 5.005 1.260
H -0.592 2.571 1.545
C -2.266 -1.915 1.581
C -2.932 -0.926 0.694
C -4.241 -0.698 0.585
C -4.432 0.406 -0.355
C -3.235 0.811 -0.797
C -3.009 1.911 -1.777
N -2.219 -0.002 -0.189
H -3.030 -2.495 2.095
H -1.652 -1.414 2.330
H -1.638 -2.596 1.026
H -5.015 -1.230 1.115
H -5.375 0.837 -0.653
H -3.970 2.197 -2.197
H -2.358 1.606 -2.594
H -2.576 2.796 -1.310
S -1.328 -7.585 0.420
C -0.544 -6.176 0.122
S -1.453 -4.725 -0.206
C 0.019 -3.825 -0.398
N 1.071 -4.532 -0.216
N 0.790 -5.840 0.067
C 1.947 -6.694 0.213
C 3.208 -6.115 0.050
C 4.344 -6.898 0.144
C 4.247 -8.259 0.400
C 2.997 -8.821 0.578
C 1.843 -8.050 0.492
S 0.122 -2.192 -1.050
H 3.291 -5.061 -0.156
H 5.314 -6.437 0.009
H 5.137 -8.871 0.460
H 2.901 -9.878 0.787
H 0.886 -8.514 0.642


# 6
12
Properties=species:S:1:pos:R:3 method="wB97M-V/def2-TZVPD" multiplicity=6 lumo_ev="-6.639 / -6.789" gap_ev="3.5 / 6.1" total_charge=+1
O 2.760 1.002 0.286
C 1.914 0.265 0.600
C 1.355 -0.767 1.277
C 0.099 -1.288 0.916
C -1.158 -0.914 0.688
H 1.990 -1.251 2.026
H -1.622 -0.133 1.308
H -1.832 -1.519 0.073
C -0.978 0.744 -1.769
O -0.158 1.592 -1.278
Fe -1.846 2.500 -2.073
H -0.523 -0.231 -2.055


Copy entry 2 word for word.
49
Properties=species:S:1:pos:R:3 method="wB97M-V/def2-TZVPD" lumo_ev=-0.042 de_lowest_kj_mol=0.0 gap_ev=7.5 smiles="Cn1cc(C2=CC[C@H](Oc3nccnc3-c3cncnc3)CC2)c2ncccc21"
C 6.264 2.096 -0.397
N 5.085 1.232 -0.635
C 3.807 1.569 -0.306
C 2.931 0.694 -0.921
C 1.469 0.680 -0.731
C 0.670 -0.323 -1.319
C -0.780 -0.489 -1.021
C -1.081 0.121 0.361
O -2.533 0.139 0.556
C -3.039 -0.045 1.819
N -2.174 0.155 2.827
C -2.683 -0.061 4.068
C -4.032 -0.407 4.313
N -4.890 -0.602 3.276
C -4.404 -0.417 2.026
C -5.363 -0.769 0.948
C -4.969 -1.259 -0.288
N -5.844 -1.557 -1.223
C -7.125 -1.481 -0.950
N -7.638 -1.015 0.201
C -6.753 -0.659 1.141
C -0.666 1.599 0.362
C 0.859 1.669 0.252
C 3.762 -0.246 -1.686
N 3.452 -1.280 -2.484
C 4.423 -2.035 -3.007
C 5.773 -1.739 -2.817
C 6.128 -0.621 -2.044
C 5.097 0.129 -1.468
H 7.057 1.538 0.125
H 6.007 2.944 0.204
H 6.640 2.455 -1.364
H 3.534 2.410 0.341
H 1.141 -1.093 -1.944
H -1.123 -1.533 -1.064
H -1.345 0.022 -1.761
H -0.592 -0.442 1.151
H -2.052 0.029 4.952
H -4.399 -0.609 5.317
H -3.902 -1.473 -0.501
H -7.822 -1.678 -1.769
H -7.149 -0.261 2.072
H -1.155 2.209 -0.428
H -0.965 2.026 1.319
H 1.294 1.428 1.215
H 1.163 2.685 -0.007
H 4.220 -2.975 -3.557
H 6.523 -2.368 -3.252
H 7.181 -0.395 -1.902